# 1
2 unconnected molecules or ions with the total composition C4H11NO2 at a distorted geometry, computed with ωB97M-V/def2-TZVPD.

The total energy comes out at -364.1681 Eh. Its HOMO energy (spin up / spin down) is 0.14 / -3.21 eV. Its spin multiplicity is 2. Its charge is -1. The energy relative to the best compared isomer or geometry (same formula, charge and spin) comes out at 1.9195 eV. The HOMO-LUMO gap (spin up / spin down) is 3.590 / 6.924 eV.

Positions of all 18 atoms, in Å:
C -1.743 -2.349 0.882
C -1.261 -0.910 0.884
N -0.974 -0.407 -0.443
C -0.195 0.770 -0.855
C 0.601 1.432 0.243
O 1.220 2.550 0.156
H -2.268 -2.655 1.780
H -0.983 -3.028 0.506
H -2.580 -2.292 0.147
H -0.346 -0.852 1.503
H -1.912 -0.172 1.367
H -0.667 -1.151 -1.060
H 0.523 0.517 -1.656
H -0.890 1.550 -1.225
H 0.859 0.661 1.013
H 3.081 2.011 -1.673
H 3.668 2.489 -0.435
O 3.868 1.837 -1.134

# 2
2 unconnected molecules or ions with the total composition C4H11NO2 at a distorted geometry, computed with ωB97M-V/def2-TZVPD.

The total energy comes out at -364.2429 Eh. Its HOMO energy is -9.72 eV. Its charge is 0. The energy relative to the best compared isomer or geometry (same formula, charge and spin) comes out at 0.6885 eV. The SMILES is CCN(C)C=O.O. The HOMO-LUMO gap is 10.608 eV.

Positions of all 18 atoms, in Å:
C 0.023 -1.246 1.312
C -0.013 -1.601 -0.174
N -0.085 -0.432 -1.064
C -1.327 0.343 -1.047
C 1.038 0.327 -1.201
O 1.079 1.529 -1.374
H 0.962 -0.723 1.519
H -0.716 -0.485 1.544
H -0.021 -2.161 1.892
H 0.848 -2.208 -0.436
H -0.915 -2.161 -0.432
H -2.170 -0.328 -1.173
H -1.480 0.891 -0.118
H -1.288 0.986 -1.896
H 1.972 -0.254 -1.113
O 0.702 2.259 1.569
H 0.795 3.224 1.558
H 0.594 2.040 0.633

# 3
2 unconnected molecules or ions with the total composition C4H11NO2 at a distorted geometry, computed with ωB97M-V/def2-TZVPD.

The total energy comes out at -364.2084 Eh. Its HOMO energy is -9.57 eV. Its charge is 0. The energy relative to the best compared isomer or geometry (same formula, charge and spin) comes out at 1.6253 eV. The SMILES is CC(=O)O.CCN. The HOMO-LUMO gap is 10.257 eV.

Positions of all 18 atoms, in Å:
C -2.090 0.129 -1.330
C -1.375 0.984 -2.350
O -1.728 1.373 -3.411
O -0.035 1.106 -1.997
H -1.575 -0.787 -1.038
H -3.137 -0.084 -1.579
H -1.874 0.590 -0.316
H 0.330 1.507 -1.217
C 0.880 -0.002 2.345
C 1.357 -0.159 0.845
N 1.038 -1.483 0.300
H -0.199 -0.035 2.391
H 1.131 1.035 2.649
H 1.427 -0.817 2.797
H 0.884 0.608 0.229
H 2.434 0.041 0.800
H 1.844 -1.904 -0.136
H 0.688 -2.101 1.019

# 4
2 unconnected molecules or ions with the total composition C4H11NO2 at a distorted geometry, computed with ωB97M-V/def2-TZVPD.

The total energy comes out at -364.2453 Eh. Its HOMO energy is -9.46 eV. Its charge is 0. The energy relative to the best compared isomer or geometry (same formula, charge and spin) comes out at 0.6222 eV. The SMILES is CCCNC=O.O. The HOMO-LUMO gap is 9.828 eV.

Positions of all 18 atoms, in Å:
C -1.513 1.134 0.466
C -0.455 1.514 -0.550
C 0.810 0.669 -0.411
N 0.619 -0.747 -0.617
C 1.180 -1.371 -1.695
O 1.915 -0.839 -2.495
H -2.517 1.538 0.300
H -1.711 0.060 0.534
H -1.332 1.478 1.463
H -0.886 1.349 -1.538
H -0.164 2.558 -0.441
H 1.508 1.036 -1.153
H 1.309 0.877 0.539
H 0.364 -1.267 0.210
H 0.795 -2.393 -1.827
O 0.264 -1.632 2.197
H -0.686 -1.755 2.091
H 0.500 -2.208 2.926

# 5
3 unconnected molecules or ions with the total composition C4H11NO2 at a distorted geometry, computed with ωB97M-V/def2-TZVPD.

The total energy comes out at -364.1623 Eh. Its HOMO energy is -8.18 eV. Its charge is 0. The energy relative to the best compared isomer or geometry (same formula, charge and spin) comes out at 2.8820 eV. The SMILES is C=CC(=C)N.O.O. The HOMO-LUMO gap is 9.000 eV.

Positions of all 18 atoms, in Å:
C 1.692 2.010 -0.779
C 1.071 1.441 0.248
C 0.695 0.015 0.375
C -0.090 -0.629 -0.520
N 1.210 -0.593 1.527
H 2.010 3.042 -0.726
H 2.094 1.458 -1.623
H 1.077 1.970 1.198
H -0.007 -0.653 -1.593
H -0.615 -1.471 -0.059
H 1.284 -1.593 1.394
H 2.142 -0.239 1.719
O -2.098 -3.528 1.489
H -2.138 -3.593 0.532
H -2.870 -3.987 1.831
O -1.474 2.010 -2.236
H -1.061 1.360 -1.650
H -1.285 2.846 -1.796

# 6
C4H11NO2 in the gas phase at a distorted geometry, computed with ωB97M-V/def2-TZVPD.

The total energy comes out at -364.1597 Eh. Its HOMO energy is -9.59 eV. Its charge is 0. The energy relative to the best compared isomer or geometry (same formula, charge and spin) comes out at 2.9504 eV. The SMILES is C[C@H](O)[C@@H](N)CO. The HOMO-LUMO gap is 10.164 eV.

Positions of all 18 atoms, in Å:
C -0.061 2.456 0.113
C -0.587 0.988 0.509
O -0.300 0.700 1.890
C -0.056 -0.040 -0.664
N 1.469 -0.220 -0.769
C -0.693 -1.409 -0.287
O -0.071 -2.606 -0.847
H 0.895 2.485 -0.340
H -0.185 2.997 1.004
H -0.792 2.872 -0.716
H -1.582 0.876 0.364
H 0.602 0.438 1.794
H -0.292 0.227 -1.619
H 1.887 -0.243 0.244
H 1.887 0.616 -1.339
H -0.478 -1.503 0.913
H -1.734 -1.631 -0.488
H 0.856 -2.308 -0.807

# 7
C4H11NO2 in the gas phase at a distorted geometry, computed with ωB97M-V/def2-TZVPD.

The total energy comes out at -364.1696 Eh. Its HOMO energy is -9.18 eV. Its charge is 0. The energy relative to the best compared isomer or geometry (same formula, charge and spin) comes out at 2.6832 eV. The SMILES is C[C@@H](O)[C@H](N)CO. The HOMO-LUMO gap is 9.856 eV.

Positions of all 18 atoms, in Å:
C 0.958 -0.736 -1.750
C 0.781 0.352 -0.591
O 0.819 1.767 -0.816
C -0.429 -0.133 0.339
N -1.580 0.554 -0.158
C -0.198 -0.008 1.810
O -1.247 -0.612 2.549
H 0.080 -1.284 -2.104
H 1.521 -0.169 -2.603
H 1.677 -1.497 -1.417
H 1.729 0.068 -0.030
H 1.646 2.014 -0.407
H -0.535 -1.282 0.361
H -1.272 1.054 -0.936
H -2.339 -0.104 -0.328
H -0.277 1.090 2.058
H 0.692 -0.639 1.929
H -2.026 -0.436 2.094

# 8
2 unconnected molecules or ions with the total composition C4H11NO2 at a distorted geometry, computed with ωB97M-V/def2-TZVPD.

The total energy comes out at -364.1733 Eh. Its HOMO energy is -9.06 eV. Its charge is 0. The energy relative to the best compared isomer or geometry (same formula, charge and spin) comes out at 2.5823 eV. The SMILES is CC(=O)N(C)C.O. The HOMO-LUMO gap is 9.664 eV.

Positions of all 18 atoms, in Å:
C 0.293 -2.394 0.520
C -0.388 -0.993 0.886
O -0.816 -0.649 2.014
N -0.750 -0.279 -0.251
C -1.921 0.701 -0.148
C -0.248 -0.335 -1.570
H 1.500 -2.403 0.109
H 0.483 -2.838 1.560
H -0.432 -2.760 -0.220
H -2.638 0.414 -0.845
H -1.391 1.720 -0.514
H -2.261 0.789 0.836
H -0.110 -1.452 -2.019
H -0.957 0.328 -2.166
H 0.748 0.164 -1.642
O 3.172 3.061 1.341
H 2.279 3.421 1.562
H 3.438 3.505 0.546

Please write out number 2 again, unchanged.
2 unconnected molecules or ions with the total composition C4H11NO2 at a distorted geometry, computed with ωB97M-V/def2-TZVPD.

The total energy comes out at -364.2429 Eh. Its HOMO energy is -9.72 eV. Its charge is 0. The energy relative to the best compared isomer or geometry (same formula, charge and spin) comes out at 0.6885 eV. The SMILES is CCN(C)C=O.O. The HOMO-LUMO gap is 10.608 eV.

Positions of all 18 atoms, in Å:
C 0.023 -1.246 1.312
C -0.013 -1.601 -0.174
N -0.085 -0.432 -1.064
C -1.327 0.343 -1.047
C 1.038 0.327 -1.201
O 1.079 1.529 -1.374
H 0.962 -0.723 1.519
H -0.716 -0.485 1.544
H -0.021 -2.161 1.892
H 0.848 -2.208 -0.436
H -0.915 -2.161 -0.432
H -2.170 -0.328 -1.173
H -1.480 0.891 -0.118
H -1.288 0.986 -1.896
H 1.972 -0.254 -1.113
O 0.702 2.259 1.569
H 0.795 3.224 1.558
H 0.594 2.040 0.633

Copy entry 8 word for word.
2 unconnected molecules or ions with the total composition C4H11NO2 at a distorted geometry, computed with ωB97M-V/def2-TZVPD.

The total energy comes out at -364.1733 Eh. Its HOMO energy is -9.06 eV. Its charge is 0. The energy relative to the best compared isomer or geometry (same formula, charge and spin) comes out at 2.5823 eV. The SMILES is CC(=O)N(C)C.O. The HOMO-LUMO gap is 9.664 eV.

Positions of all 18 atoms, in Å:
C 0.293 -2.394 0.520
C -0.388 -0.993 0.886
O -0.816 -0.649 2.014
N -0.750 -0.279 -0.251
C -1.921 0.701 -0.148
C -0.248 -0.335 -1.570
H 1.500 -2.403 0.109
H 0.483 -2.838 1.560
H -0.432 -2.760 -0.220
H -2.638 0.414 -0.845
H -1.391 1.720 -0.514
H -2.261 0.789 0.836
H -0.110 -1.452 -2.019
H -0.957 0.328 -2.166
H 0.748 0.164 -1.642
O 3.172 3.061 1.341
H 2.279 3.421 1.562
H 3.438 3.505 0.546

> The lowest charge belongs to which entry?

number 1